No. 1
Density functional theory data (ωB97M-V/def2-TZVPD) for C7H28N14O7Ti as an isolated structure.

Last column: Mulliken spin population.
Element x y z (Å)
Ti 0.126 -0.257 -0.765  1.8889
C -2.525 2.021 -0.033  0.0038
O -1.531 1.377 0.193  -0.0208
N -3.154 1.957 -1.171  0.0032
N -3.234 2.523 0.906  0.0010
H -2.577 1.580 -1.909  0.0021
H -3.963 2.548 -1.294  0.0004
H -2.757 2.744 1.768  0.0001
H -4.173 2.863 0.760  -0.0001
C -1.433 0.325 -3.825  -0.0009
O -0.912 0.967 -2.974  0.0110
N -2.014 -0.879 -3.725  0.0056
N -1.543 0.721 -5.010  0.0000
H -2.174 -1.178 -2.774  0.0000
H -2.728 -1.142 -4.389  -0.0002
H -1.843 0.039 -5.692  -0.0004
H -1.212 1.638 -5.272  -0.0004
C -3.157 -1.881 -0.606  0.0096
O -2.085 -1.479 -0.937  -0.0022
N -4.000 -1.085 0.004  0.0012
N -3.710 -3.016 -0.848  0.0010
H -3.671 -0.165 0.260  0.0013
H -4.748 -1.544 0.504  0.0002
H -4.706 -3.114 -0.714  -0.0001
H -3.075 -3.693 -1.246  0.0000
C 1.866 2.408 2.798  0.0225
O 2.983 1.980 3.050  0.0013
N 1.265 3.270 3.577  -0.0027
N 1.153 2.187 1.763  -0.0148
H 1.816 3.716 4.296  0.0000
H 0.377 3.513 3.160  -0.0002
H 0.276 2.687 1.816  0.0102
H 1.413 1.535 1.037  -0.0106
C 3.529 0.822 -0.747  0.7955
O 2.296 0.765 -0.630  0.2363
N 4.365 1.368 0.102  0.6397
N 4.104 0.550 -1.874  0.4305
H 5.103 1.805 -0.432  0.0017
H 4.229 1.629 1.068  -0.0150
H 3.490 0.098 -2.536  -0.0293
H 5.047 0.867 -2.053  -0.0040
C 0.231 -1.186 2.899  0.0098
O 0.307 -0.986 1.679  0.0025
N 0.015 -2.325 3.447  0.0009
N 0.517 -0.184 3.725  0.0009
H -0.124 -2.545 4.423  -0.0002
H -0.255 -2.896 2.659  -0.0008
H 0.718 0.699 3.277  0.0024
H 0.612 -0.444 4.697  0.0001
C 2.239 -2.603 -0.424  -0.0140
O 1.186 -2.261 -0.898  0.0143
N 2.752 -2.085 0.704  0.0135
N 3.052 -3.314 -1.100  -0.0003
H 3.385 -2.711 1.180  -0.0017
H 2.101 -1.442 1.132  0.0074
H 4.054 -3.331 -0.972  -0.0008
H 2.694 -3.454 -2.034  0.0006

Values from the calculation:
charge: +2
E_HOMO (alpha / beta): -9.13 / -14.71 eV
energy relative to the best compared isomer or geometry (same formula, charge and spin): 0.0 kJ/mol
M: 468.26 g mol⁻¹
expectation value of S²: 6.0096
electronic energy: -2425.80724 Eh
HOMO-LUMO gap (alpha / beta): 4.77 / 5.66 eV
multiplicity: 5



No. 2
Density functional theory data (ωB97M-V/def2-TZVPD) for a 9-piece molecular cluster, C7H28O8 overall.

Last column: Mulliken charge in e.
Element x y z (Å)
C -0.352 -2.630 2.528  -1.3237
C -0.616 -1.373 1.744  0.7108
C -0.588 -1.434 0.383  -0.9339
C -0.748 -0.282 -0.524  -0.6456
C 0.147 0.558 -1.022  0.4552
C -0.077 2.011 -1.175  -0.5807
C 1.277 2.700 -1.449  -1.5483
H 0.592 -3.251 2.450  0.3354
H -1.281 -3.333 2.562  0.3052
H -0.300 -2.378 3.633  0.3675
H -0.992 -0.466 2.206  0.6419
H -0.242 -2.476 0.023  0.1057
H -1.769 0.185 -0.242  0.1608
H 1.310 0.384 -0.949  0.0094
H -0.693 2.424 -2.024  0.1949
H -0.499 2.435 -0.338  0.6470
H 1.300 3.814 -1.351  0.3633
H 2.198 2.223 -1.288  0.4458
H 1.541 2.668 -2.572  0.3394
O 2.830 0.493 -3.386  -0.6170
H 3.217 -0.096 -2.778  0.3128
H 1.886 0.420 -3.119  0.3280
O -0.755 3.476 1.532  -0.6359
H -0.079 4.082 1.262  0.3102
H -0.548 2.760 2.038  0.3118
O 2.888 -1.464 1.077  -0.6318
H 3.184 -2.241 0.709  0.2654
H 2.375 -0.786 0.733  0.3384
O -1.677 1.126 -3.605  -0.5842
H -2.237 0.910 -2.909  0.2871
H -2.074 0.722 -4.351  0.2794
O 1.963 0.174 3.124  -0.6672
H 2.720 -0.350 2.934  0.2960
H 1.125 -0.193 2.978  0.3230
O -3.363 0.537 2.185  -0.5563
H -2.783 0.612 2.924  0.3050
H -4.270 0.412 2.309  0.2692
O -3.290 -2.533 0.735  -0.6479
H -2.413 -2.776 0.444  0.3612
H -3.076 -1.685 1.083  0.3938
O 1.801 -1.811 -2.712  -0.6680
H 0.991 -1.522 -2.223  0.2701
H 1.378 -2.045 -3.580  0.3069

Values from the calculation:
E_HOMO: -9.31 eV
SMILES: C/C=C/C=C/CC.O.O.O.O.O.O.O.O
energy relative to the best compared isomer or geometry (same formula, charge and spin): 545.4 kJ/mol
M: 240.29 g mol⁻¹
electronic energy: -885.23490 Eh
HOMO-LUMO gap: 9.60 eV